(1)
Molecular formula: C3H8NS
Method: DFT, wB97M-V/def2-TZVPD

ΔE to the lowest compared entry with this formula, charge and spin ... 93.4 kJ/mol
Maximum force ... 0.76 eV Å⁻¹
HOMO (alpha / beta) ... 4.206 / 0.190 eV
⟨S²⟩ ... 0.75
HOMO-LUMO gap (alpha / beta) ... 2.074 / 6.010 eV

Geometry as ORCA input:
```
! wB97M-V def2-TZVPD RIJCOSX def2/J DEFGRID3
* xyz -2 2
C -0.066 2.237 -0.376
S 1.082 1.365 -1.510
H -0.577 3.027 -0.926
H 0.496 2.705 0.433
H -0.822 1.598 0.075
C -0.570 -1.586 2.226
C -0.791 -1.534 -0.103
N -0.784 -2.251 0.939
H -0.956 -0.558 2.257
H -1.045 -2.185 3.017
H 0.502 -1.538 2.434
H -1.057 -2.017 -1.046
H -0.408 -0.508 -0.142
*
```

Results of the Mulliken charge analysis, in e, for atoms 1 through 5:
1. C -0.81
2. S -0.68
3. H 0.13
4. H 0.19
5. H 0.20

(2)
Molecular formula: C5H11AlBIO2
Method: DFT, wB97M-V/def2-TZVPD

Maximum force ... 4.42 eV Å⁻¹
HOMO ... -15.630 eV
HOMO-LUMO gap ... 3.180 eV

Geometry as ORCA input:
```
! wB97M-V def2-TZVPD RIJCOSX def2/J DEFGRID3
* xyz 2 1
I -1.472 2.237 3.440
C -1.953 2.492 1.391
C -0.909 1.861 0.511
C -1.302 0.400 0.193
B 0.013 -0.438 -0.339
O -0.085 -1.451 -1.344
C 1.232 -1.879 -1.551
C 2.043 -1.334 -0.326
O 0.978 -0.956 0.559
H -2.092 3.537 1.142
H -2.916 2.001 1.234
H 0.065 1.816 0.998
H -0.793 2.388 -0.440
H -1.702 -0.032 1.114
H -2.025 0.430 -0.620
H 0.582 0.508 -0.979
H 1.284 -2.992 -1.683
H 1.683 -1.530 -2.476
H 2.605 -0.436 -0.558
H 2.787 -1.994 0.123
Al 1.977 -4.628 -0.390
*
```

Results of the Mulliken charge analysis, in e, for atoms 1 through 5:
1. I 0.38
2. C -1.11
3. C -0.59
4. C -0.44
5. B 0.48

(3)
Molecular formula: C36H43N3O4ReSSeTe
Method: DFT, wB97M-V/def2-TZVPD

ΔE to the lowest compared entry with this formula, charge and spin ... 26.5 kJ/mol
Maximum force ... 0.70 eV Å⁻¹
HOMO ... -9.191 eV
HOMO-LUMO gap ... 5.800 eV

Geometry as ORCA input:
```
! wB97M-V def2-TZVPD RIJCOSX def2/J DEFGRID3
* xyz 1 1
Re -0.656 0.200 0.669
C 0.304 2.631 -0.569
C 0.042 2.624 -1.890
C -1.355 2.278 -2.083
C -1.940 2.081 -0.879
C -0.913 2.245 0.189
H 1.256 2.834 -0.100
H 0.744 2.830 -2.684
H -1.847 2.214 -3.044
H -2.984 1.875 -0.695
H -1.173 2.891 1.025
C -7.413 2.021 5.505
C -6.138 1.520 4.892
C -5.442 0.454 5.445
C -4.256 -0.021 4.899
C -3.573 -1.180 5.577
C -3.769 0.597 3.736
Te -1.922 -0.211 3.049
N 0.749 0.439 1.580
C 2.002 0.139 2.218
O 2.895 -0.242 1.523
C 2.006 0.259 3.685
C 1.183 1.158 4.355
C 1.252 1.256 5.735
C 2.133 0.447 6.441
C 2.949 -0.458 5.771
C 2.899 -0.546 4.392
C -2.554 -2.148 2.502
C -1.709 -3.201 2.867
C -0.538 -3.086 3.810
C -1.968 -4.462 2.334
C -3.025 -4.691 1.470
C -3.232 -6.035 0.833
C -3.876 -3.630 1.175
C -3.661 -2.352 1.664
C -4.616 -1.257 1.280
C -4.434 1.682 3.164
C -3.963 2.404 1.938
C -5.615 2.119 3.755
H -7.680 1.448 6.391
H -8.238 1.953 4.794
H -7.318 3.069 5.793
H -5.829 -0.026 6.337
H -4.060 -1.398 6.524
H -2.521 -0.969 5.787
H -3.611 -2.084 4.964
H 0.523 1.809 3.794
H 0.633 1.971 6.259
H 2.195 0.531 7.518
H 3.633 -1.086 6.327
H 3.537 -1.229 3.847
H -0.441 -2.111 4.283
H 0.397 -3.280 3.278
H -0.632 -3.827 4.605
H -1.313 -5.283 2.604
H -2.703 -6.818 1.375
H -2.853 -6.023 -0.190
H -4.289 -6.295 0.791
H -4.729 -3.801 0.527
H -5.270 -1.595 0.477
H -4.091 -0.364 0.933
H -5.241 -0.960 2.124
H -3.057 1.966 1.535
H -3.759 3.453 2.163
H -4.732 2.385 1.163
H -6.139 2.956 3.306
C -1.667 -1.158 -2.987
S -0.895 -1.497 -1.449
O -0.523 -2.863 -1.383
O -1.891 -1.080 -0.351
O 0.173 -0.472 -1.231
H -2.337 -1.985 -3.209
H -0.869 -1.090 -3.725
H -2.199 -0.213 -2.915
C 5.370 -2.468 0.842
N 4.803 -3.486 1.709
C 5.506 -4.265 2.604
C 4.620 -5.102 3.182
N 3.385 -4.827 2.630
C 2.146 -5.501 2.954
C 3.491 -3.824 1.722
Se 2.155 -3.110 0.684
H 6.400 -2.297 1.146
H 4.791 -1.553 0.926
H 5.343 -2.803 -0.194
H 6.566 -4.160 2.744
H 4.760 -5.872 3.918
H 2.378 -6.402 3.516
H 1.622 -5.750 2.033
H 1.501 -4.853 3.547
*
```

Results of the Mulliken charge analysis, in e, for atoms 1 through 5:
1. Re 1.10
2. C -1.16
3. C -0.34
4. C -0.65
5. C -0.55

(4)
Molecular formula: C12H16N2
Method: DFT, wB97M-V/def2-TZVPD

ΔE to the lowest compared entry with this formula, charge and spin ... 280.3 kJ/mol
Maximum force ... 6.76 eV Å⁻¹
HOMO (alpha / beta) ... -6.348 / -8.743 eV
⟨S²⟩ ... 2.05
HOMO-LUMO gap (alpha / beta) ... 7.340 / 8.046 eV

Geometry as ORCA input:
```
! wB97M-V def2-TZVPD RIJCOSX def2/J DEFGRID3
* xyz 0 3
C -3.526 0.459 -0.345
C -2.568 0.693 -1.357
C -3.083 -0.092 0.796
C -1.218 0.291 -1.249
C -1.819 -0.685 0.861
C -0.790 -0.536 -0.150
C 2.044 0.936 -0.655
C 1.526 -0.606 -0.810
C 0.515 -0.936 0.082
C 2.997 -1.309 -0.829
C 0.900 -1.721 1.321
C -0.634 2.626 0.570
N 1.467 1.789 -0.038
N 0.526 1.762 0.805
H -4.512 0.982 -0.336
H -2.941 1.248 -2.265
H -3.614 0.039 1.731
H -0.583 0.756 -2.006
H -1.559 -1.132 1.738
H 2.997 1.062 -1.077
H 1.305 -0.697 -1.833
H 3.244 -1.597 0.150
H 3.676 -0.565 -1.129
H 3.026 -2.208 -1.411
H 1.864 -1.344 1.782
H 1.145 -2.661 0.974
H 0.142 -1.596 2.048
H -0.315 3.544 0.106
H -1.290 2.083 -0.204
H -1.099 2.915 1.445
*
```

Results of the Mulliken charge analysis, in e, for atoms 1 through 5:
1. C -0.47
2. C -0.20
3. C -0.55
4. C -0.83
5. C -0.77

(5)
Molecular formula: C5H14
Method: DFT, wB97M-V/def2-TZVPD

ΔE to the lowest compared entry with this formula, charge and spin ... 65.5 kJ/mol
Maximum force ... 2.27 eV Å⁻¹
HOMO ... -10.892 eV
HOMO-LUMO gap ... 11.907 eV

Geometry as ORCA input:
```
! wB97M-V def2-TZVPD RIJCOSX def2/J DEFGRID3
* xyz 0 1
C 1.449 -0.718 1.755
C 0.070 -0.428 2.371
C -0.909 -1.575 2.248
H 1.723 -0.345 0.759
H 2.208 -0.275 2.396
H 1.526 -1.774 1.526
H -0.379 0.550 2.058
H 0.159 -0.159 3.465
H -1.305 -1.719 1.221
H -1.871 -1.398 2.776
H -0.633 -2.557 2.654
C -0.561 2.037 -3.165
C 0.012 0.641 -2.981
H 0.188 2.794 -3.409
H -1.345 2.038 -3.940
H -1.133 2.268 -2.308
H 0.709 0.303 -3.766
H 0.615 0.643 -2.069
H -0.797 -0.047 -2.826
*
```

Results of the Mulliken charge analysis, in e, for atoms 1 through 5:
1. C -0.94
2. C -0.13
3. C -1.20
4. H 0.21
5. H 0.29

(6)
Molecular formula: C4H5N3O3
Method: DFT, wB97M-V/def2-TZVPD

ΔE to the lowest compared entry with this formula, charge and spin ... 507.0 kJ/mol
Maximum force ... 4.37 eV Å⁻¹
HOMO ... -8.311 eV
HOMO-LUMO gap ... 9.002 eV

Geometry as ORCA input:
```
! wB97M-V def2-TZVPD RIJCOSX def2/J DEFGRID3
* xyz 0 1
C 2.089 -0.681 -0.036
C 1.997 0.668 -0.043
C -0.080 -0.072 0.054
C -1.749 -0.242 -0.075
N 0.788 -1.134 -0.044
N 0.605 1.050 -0.078
N -2.241 1.038 0.022
O 0.205 2.221 0.038
O -2.310 -1.324 -0.090
O 0.328 -2.409 0.049
H 2.982 -1.251 0.146
H 2.854 1.421 -0.172
H -1.609 1.834 -0.067
H -3.213 1.401 -0.055
H -0.647 -2.521 0.351
*
```

Results of the Mulliken charge analysis, in e, for atoms 1 through 5:
1. C -0.38
2. C -0.49
3. C 0.14
4. C 0.55
5. N 0.27

(7)
Molecular formula: C6H12O
Method: DFT, wB97M-V/def2-TZVPD

ΔE to the lowest compared entry with this formula, charge and spin ... 130.9 kJ/mol
Maximum force ... 0.31 eV Å⁻¹
HOMO ... -9.516 eV
HOMO-LUMO gap ... 10.657 eV

Geometry as ORCA input:
```
! wB97M-V def2-TZVPD RIJCOSX def2/J DEFGRID3
* xyz 0 1
C -0.795 -2.299 1.000
O -0.851 -1.235 0.079
C -0.220 -0.084 0.574
C 1.320 -0.012 0.464
C 1.168 1.442 -0.038
C -0.341 1.191 -0.290
C -0.696 0.960 -1.748
H 0.216 -2.429 1.416
H -1.064 -3.218 0.472
H -1.502 -2.143 1.835
H -0.563 0.131 1.599
H 1.913 -0.178 1.368
H 1.675 -0.685 -0.323
H 1.757 1.716 -0.919
H 1.360 2.184 0.741
H -1.014 1.941 0.141
H -0.602 1.896 -2.309
H -0.037 0.221 -2.215
H -1.724 0.601 -1.845
*
```

Results of the Mulliken charge analysis, in e, for atoms 1 through 5:
1. C -0.77
2. O -0.36
3. C 0.08
4. C -0.85
5. C -0.61

(8)
Molecular formula: C32H26N5S5Y
Method: DFT, wB97M-V/def2-TZVPD

ΔE to the lowest compared entry with this formula, charge and spin ... 216.1 kJ/mol
Maximum force ... 0.68 eV Å⁻¹
HOMO ... -7.086 eV
HOMO-LUMO gap ... 6.401 eV

Geometry as ORCA input:
```
! wB97M-V def2-TZVPD RIJCOSX def2/J DEFGRID3
* xyz 0 1
Y 0.425 -0.464 0.243
S 2.443 -2.282 0.197
C 3.610 -1.265 1.057
C 4.411 -1.844 2.049
C 5.331 -1.104 2.770
C 5.502 0.253 2.518
C 4.744 0.848 1.528
C 3.811 0.102 0.808
S 2.836 1.010 -0.370
C 3.192 0.108 -1.908
C 2.007 -0.012 -2.828
C 2.185 0.355 -4.151
C 1.141 0.209 -5.044
C -0.052 -0.294 -4.577
C -0.176 -0.620 -3.231
C -1.518 -1.194 -2.828
S -2.032 -1.249 -1.093
C -3.045 0.199 -0.920
C -4.427 -0.008 -0.937
C -5.296 1.057 -0.797
C -4.764 2.335 -0.636
C -3.397 2.536 -0.608
C -2.487 1.475 -0.743
S -0.768 1.810 -0.704
N 0.832 -0.489 -2.364
H 4.273 -2.897 2.257
H 5.917 -1.588 3.541
H 6.217 0.836 3.081
H 4.864 1.901 1.304
H 3.513 -0.891 -1.613
H 4.002 0.621 -2.420
H 3.137 0.759 -4.466
H 1.255 0.492 -6.083
H -0.903 -0.418 -5.235
H -1.565 -2.226 -3.183
H -2.304 -0.646 -3.345
H -4.806 -1.015 -1.053
H -6.365 0.897 -0.807
H -5.428 3.183 -0.519
H -2.995 3.531 -0.470
S 0.386 0.602 2.690
C -0.952 -0.418 3.196
N -1.839 -0.063 4.085
N -1.775 1.159 4.549
C -2.713 1.626 5.487
C -2.662 2.965 5.854
C -3.565 3.457 6.783
C -4.521 2.622 7.344
C -4.563 1.287 6.967
C -3.663 0.779 6.043
N -1.197 -1.711 2.759
N -0.606 -2.087 1.723
C -0.848 -3.477 1.416
C -1.407 -4.351 2.341
C -1.624 -5.675 1.996
C -1.274 -6.142 0.735
C -0.701 -5.273 -0.181
C -0.489 -3.947 0.161
H -1.074 1.788 4.163
H -1.918 3.616 5.410
H -3.521 4.501 7.067
H -5.226 3.008 8.069
H -5.304 0.627 7.400
H -3.688 -0.259 5.744
H -1.668 -3.982 3.322
H -2.063 -6.349 2.720
H -1.436 -7.180 0.472
H -0.406 -5.628 -1.160
H -0.021 -3.288 -0.561
*
```

Results of the Mulliken charge analysis, in e, for atoms 1 through 5:
1. Y 0.09
2. S -0.39
3. C 0.81
4. C -0.90
5. C -0.51

(9)
Molecular formula: C7H8Br2ClNO
Method: DFT, wB97M-V/def2-TZVPD

ΔE to the lowest compared entry with this formula, charge and spin ... 0.0 kJ/mol
Maximum force ... 4.05 eV Å⁻¹
HOMO (alpha / beta) ... -8.827 / -7.064 eV
HOMO-LUMO gap (alpha / beta) ... 8.315 / 5.572 eV

Geometry as ORCA input:
```
! wB97M-V def2-TZVPD RIJCOSX def2/J DEFGRID3
* xyz 0 1
C 0.815 -0.999 1.666
C 2.039 -0.368 1.885
C 0.018 0.819 0.182
C -0.178 -0.384 0.800
C 1.436 1.424 0.236
C 2.287 0.869 1.252
C -1.782 -0.912 -0.802
N 3.367 -2.424 -0.959
O -1.205 -1.271 0.455
Cl 3.795 1.648 1.574
Br 1.661 -3.051 -0.582
Br 3.519 -0.930 -1.939
H 0.680 -2.019 2.158
H 2.524 -0.805 2.669
H -0.720 1.225 -0.481
H 1.899 1.219 -0.840
H 1.447 2.540 0.376
H -0.909 -0.860 -1.432
H -2.488 -0.104 -0.904
H -2.330 -1.745 -1.057
*
```

Results of the Mulliken charge analysis, in e, for atoms 1 through 5:
1. C -0.58
2. C -0.39
3. C -0.88
4. C 0.68
5. C -0.16

(10)
Molecular formula: C23H18AuN7O9S2
Method: DFT, wB97M-V/def2-TZVPD

ΔE to the lowest compared entry with this formula, charge and spin ... 0.0 kJ/mol
Maximum force ... 0.49 eV Å⁻¹
HOMO ... -7.890 eV
HOMO-LUMO gap ... 6.215 eV

Geometry as ORCA input:
```
! wB97M-V def2-TZVPD RIJCOSX def2/J DEFGRID3
* xyz 0 1
Au 0.770 -1.995 0.808
N -4.490 3.339 -3.883
C -4.135 2.785 -2.671
C -4.985 1.880 -2.025
C -4.640 1.346 -0.798
C -3.446 1.713 -0.192
C -2.597 2.614 -0.821
C -2.932 3.143 -2.051
S -2.984 1.025 1.360
O -2.231 2.037 2.057
O -4.149 0.470 1.990
N -1.876 -0.117 1.007
C -2.166 -1.212 0.378
N -3.407 -1.477 -0.135
C -3.663 -2.633 -0.673
C -2.715 -3.665 -0.784
C -1.467 -3.368 -0.337
N -1.158 -2.172 0.219
H -5.240 2.926 -4.404
H -3.795 3.828 -4.416
H -5.923 1.601 -2.494
H -5.288 0.642 -0.295
H -1.671 2.900 -0.338
H -2.264 3.842 -2.543
H -4.671 -2.771 -1.056
H -2.938 -4.624 -1.224
H -0.663 -4.081 -0.422
C 3.939 0.106 1.567
C 3.824 -1.365 1.428
N 2.732 -2.110 1.320
C 3.110 -3.435 1.304
C 4.461 -3.504 1.403
N 4.877 -2.200 1.476
C 5.462 -4.605 1.463
O 4.999 -5.834 1.434
O 6.630 -4.320 1.537
C 2.049 -4.465 1.270
O 2.315 -5.651 1.303
O 0.838 -3.976 1.221
H 3.075 0.495 2.101
H 4.002 0.571 0.583
H 4.835 0.345 2.137
H 5.850 -1.942 1.570
H 4.006 -5.871 1.395
O 0.751 0.596 2.535
C 0.799 0.860 1.359
N 0.873 -0.093 0.358
S 1.260 0.465 -1.145
O 0.220 0.181 -2.086
O 2.596 0.042 -1.478
C 1.214 2.141 -0.613
C 1.411 3.266 -1.391
C 1.303 4.493 -0.752
C 1.007 4.575 0.609
C 0.818 3.433 1.372
C 0.929 2.209 0.738
H 1.627 3.194 -2.449
H 1.440 5.403 -1.322
H 0.912 5.548 1.071
H 0.557 3.474 2.421
*
```

Results of the Mulliken charge analysis, in e, for atoms 1 through 5:
1. Au 1.13
2. N -0.51
3. C 1.16
4. C -0.79
5. C -0.23

(11)
Molecular formula: C10H19B
Method: DFT, wB97M-V/def2-TZVPD

ΔE to the lowest compared entry with this formula, charge and spin ... 318.5 kJ/mol
Maximum force ... 4.43 eV Å⁻¹
HOMO ... -7.573 eV
HOMO-LUMO gap ... 8.166 eV

Geometry as ORCA input:
```
! wB97M-V def2-TZVPD RIJCOSX def2/J DEFGRID3
* xyz 0 1
C -1.278 -2.962 0.450
C -1.493 -1.453 0.537
B -0.461 -0.613 0.033
C 0.897 -0.011 -0.513
C 0.649 0.433 -1.986
C 2.170 -1.026 -0.585
C 1.408 1.229 0.375
C 0.464 2.387 0.399
C 1.593 0.752 1.732
H -0.988 -3.312 1.470
H -2.106 -3.632 0.197
H -0.424 -3.217 -0.149
H -2.411 -1.195 0.840
H 1.171 1.327 -2.275
H -0.525 0.575 -2.207
H 1.049 -0.344 -2.645
H 2.038 -1.819 -1.341
H 2.240 -1.520 0.348
H 3.044 -0.481 -0.712
H 2.437 1.456 -0.175
H 0.702 3.139 1.198
H 0.599 2.974 -0.557
H -0.601 2.207 0.308
H 0.610 0.513 2.080
H 2.176 -0.128 1.855
H 1.896 1.549 2.402
C -4.199 0.589 0.075
C -3.158 0.765 -0.533
H -4.981 0.663 0.713
H -2.520 1.157 -1.332
*
```

Results of the Mulliken charge analysis, in e, for atoms 1 through 5:
1. C -1.40
2. C -0.37
3. B 0.57
4. C 0.92
5. C -1.42

(12)
Molecular formula: C24H41N7O
Method: DFT, wB97M-V/def2-TZVPD

Maximum force ... 0.98 eV Å⁻¹
HOMO ... -9.374 eV
HOMO-LUMO gap ... 9.935 eV

Geometry as ORCA input:
```
! wB97M-V def2-TZVPD RIJCOSX def2/J DEFGRID3
* xyz 0 1
C -3.846 -2.613 0.531
C -5.314 -2.188 0.653
O -5.500 -0.779 0.788
C -5.157 -0.286 2.057
C -4.114 0.884 1.956
C -3.023 0.585 2.893
N -2.154 0.332 3.599
C -3.602 1.141 0.527
C -4.660 1.817 -0.233
N -5.593 2.205 -0.780
C -2.308 1.995 0.466
N -1.077 1.220 0.657
H -3.572 -2.795 -0.505
H -3.175 -1.875 0.977
H -3.700 -3.533 1.086
H -5.862 -2.460 -0.248
H -5.796 -2.710 1.485
H -6.052 0.084 2.564
H -4.757 -1.085 2.685
H -4.585 1.793 2.335
H -3.359 0.204 0.028
H -2.284 2.403 -0.550
H -2.366 2.857 1.132
H -1.306 0.235 0.741
H -0.680 1.481 1.551
C 1.353 1.462 5.217
C 2.433 2.505 4.949
C 1.878 3.781 4.307
C 1.297 3.523 2.991
N 0.821 3.304 1.969
H 0.873 1.134 4.295
H 1.782 0.583 5.697
H 0.579 1.860 5.876
H 3.206 2.080 4.306
H 2.917 2.781 5.887
H 2.669 4.524 4.193
H 1.114 4.225 4.948
C 0.276 3.187 -1.960
C 1.293 3.347 -3.083
C 0.952 2.511 -4.321
C 0.944 1.075 -4.049
N 0.923 -0.050 -3.823
H 0.239 2.160 -1.593
H 0.534 3.819 -1.112
H -0.724 3.466 -2.299
H 2.286 3.077 -2.717
H 1.343 4.392 -3.393
H 1.675 2.706 -5.116
H -0.029 2.794 -4.708
C 0.611 -3.112 -1.281
C 1.126 -4.302 -0.481
C 0.261 -5.555 -0.659
C -1.100 -5.356 -0.163
N -2.172 -5.190 0.215
H -0.391 -2.819 -0.962
H 1.262 -2.248 -1.151
H 0.572 -3.340 -2.348
H 1.178 -4.041 0.577
H 2.143 -4.541 -0.796
H 0.702 -6.395 -0.121
H 0.215 -5.839 -1.712
C 6.154 -0.232 -3.024
C 4.804 -0.648 -3.597
C 3.792 -1.042 -2.518
C 4.218 -2.216 -1.759
N 4.555 -3.141 -1.167
H 6.621 -1.052 -2.477
H 6.835 0.067 -3.821
H 6.045 0.613 -2.341
H 4.939 -1.479 -4.292
H 4.380 0.179 -4.170
H 2.827 -1.260 -2.978
H 3.630 -0.211 -1.828
*
```

Results of the Mulliken charge analysis, in e, for atoms 1 through 5:
1. C -0.77
2. C -0.52
3. O -0.39
4. C -1.06
5. C 0.73